# H11N5Si2

2 unconnected molecules or ions with the total composition H11N5Si2 (ωB97M-V/def2-TZVPD, the OMol25 dataset).

XYZ file:
```
18
Properties=species:S:1:pos:R:3:forces:R:3:lowdin_charge:R:1
N -2.060241 1.289576 0.750289 3.6 -1.0 -1.0 -0.10
N -2.175665 -1.388376 -0.292880 0.7 4.7 0.4 -0.08
N 1.961217 -0.295477 -1.266465 0.6 -4.1 2.2 -0.08
N 1.216579 -1.356724 1.112798 -1.2 -0.9 2.9 -0.13
N 1.713454 1.423916 0.626661 -1.5 -0.5 0.5 -0.08
Si -1.276273 0.117989 -0.318524 -2.7 0.3 -2.4 0.36
Si 0.895456 -0.013120 0.068029 3.4 0.3 0.9 0.09
H -1.471150 2.114838 0.744101 0.0 0.2 0.3 0.00
H -2.967054 1.601140 0.769554 -2.7 0.4 -0.2 -0.02
H -1.832768 -2.230340 -0.063626 1.5 -3.4 0.9 -0.04
H -2.892786 -1.407292 -0.937694 -1.7 -0.4 -1.5 -0.02
H 1.678016 0.118984 -2.068256 -0.8 1.7 -3.3 -0.05
H 2.050397 -1.329912 -1.452761 -0.1 1.5 0.1 0.05
H 2.007765 -1.240634 1.796334 -1.0 -0.1 -1.2 0.04
H 0.393627 -1.667280 1.746322 1.8 0.7 -1.6 0.05
H 1.231559 2.293110 0.582507 0.2 0.8 0.2 -0.01
H 2.693251 1.447150 0.420648 0.2 0.3 -0.3 0.02
H -1.165386 0.522450 -2.217042 -0.4 -0.3 2.8 -0.02
```
Forces are in eV/Å.

Values from the calculation:
- orbital gap (eV) = 9.71
- energy relative to the best compared isomer or geometry (same formula, charge and spin) (kcal/mol) = 11.3
- E_LUMO (Eh) = 0.0292
- energy (eV) = -23386.6022